(1)
DFT (wB97M-V/def2-TZVPD) results for a cluster of 5 separate species, C23H42NO20P4 in total in a non-equilibrium geometry.

Last column: Löwdin charge in e.
Element x y z (Å)
N 5.97 0.81 6.75  0.08
C 5.44 2.10 7.03  -0.23
C 6.22 3.35 6.92  -0.05
C 5.71 4.67 7.24  -0.08
C 4.30 4.79 7.66  -0.02
C 3.49 3.57 7.78  -0.05
C 4.05 2.23 7.46  -0.01
C 3.08 1.00 7.60  -0.30
O 3.47 -0.08 8.02  0.05
C 1.60 1.29 7.19  0.06
C 1.08 2.52 7.47  -0.02
C -0.40 2.83 7.01  -0.67
O -0.59 2.86 5.77  -0.07
O -1.36 3.05 7.84  -0.11
C 1.97 3.60 8.20  -0.27
O 1.54 4.36 9.03  0.11
H 5.85 0.17 7.54  0.08
H 6.95 0.86 6.46  0.08
H 7.29 3.28 6.56  0.09
H 6.32 5.61 7.17  0.09
H 3.82 5.77 7.90  0.10
H 1.02 0.51 6.65  0.13
C 3.00 -1.06 0.91  -0.10
O 4.22 -1.50 1.52  -0.23
P 4.63 -0.84 2.92  0.36
O 3.51 -0.35 3.73  -0.22
O 5.74 0.25 2.58  -0.20
C 6.07 0.57 1.24  -0.10
O 5.49 -1.99 3.61  -0.22
C 4.78 -3.01 4.31  -0.10
H 3.17 -0.96 -0.16  0.09
H 2.23 -1.81 1.08  0.08
H 2.67 -0.10 1.31  0.09
H 5.22 1.05 0.75  0.09
H 6.36 -0.32 0.69  0.09
H 6.90 1.27 1.25  0.09
H 5.10 -3.98 3.93  0.08
H 3.70 -2.92 4.18  0.08
H 5.02 -2.94 5.37  0.09
C -2.01 -3.32 1.23  -0.10
O -2.68 -2.34 0.44  -0.23
P -1.82 -1.15 -0.17  0.36
O -0.40 -1.45 -0.40  -0.24
O -2.09 0.11 0.76  -0.20
C -2.84 -0.01 1.97  -0.08
O -2.64 -0.77 -1.49  -0.21
C -2.39 -1.54 -2.66  -0.09
H -2.64 -3.57 2.09  0.09
H -1.86 -4.22 0.64  0.09
H -1.05 -2.96 1.60  0.08
H -2.29 -0.62 2.68  0.09
H -3.82 -0.44 1.77  0.09
H -2.96 0.99 2.39  0.10
H -3.34 -1.92 -3.05  0.08
H -1.73 -2.39 -2.47  0.09
H -1.94 -0.89 -3.41  0.08
C -1.08 2.80 -6.86  -0.10
O 0.22 2.48 -6.36  -0.23
P 0.57 0.95 -6.08  0.36
O -0.17 -0.02 -6.90  -0.23
O 0.44 0.74 -4.52  -0.20
C -0.08 1.78 -3.68  -0.09
O 2.15 0.92 -6.29  -0.21
C 2.64 0.78 -7.62  -0.11
H -1.44 3.69 -6.36  0.09
H -1.01 3.00 -7.93  0.09
H -1.79 1.99 -6.69  0.09
H -1.13 1.95 -3.91  0.09
H 0.49 2.70 -3.80  0.09
H 0.00 1.45 -2.65  0.09
H 3.36 1.59 -7.82  0.09
H 1.85 0.83 -8.36  0.08
H 3.16 -0.17 -7.70  0.09
C -8.66 -3.33 -4.46  -0.10
O -8.10 -2.95 -5.72  -0.23
P -6.68 -2.22 -5.73  0.37
O -5.81 -2.52 -4.59  -0.23
O -6.99 -0.67 -5.94  -0.20
C -8.33 -0.18 -5.93  -0.10
O -6.09 -2.64 -7.15  -0.21
C -5.43 -3.89 -7.24  -0.10
H -9.73 -3.12 -4.47  0.09
H -8.51 -4.40 -4.31  0.09
H -8.21 -2.78 -3.63  0.09
H -8.76 -0.30 -4.94  0.09
H -8.94 -0.71 -6.67  0.09
H -8.31 0.87 -6.18  0.09
H -5.86 -4.46 -8.06  0.09
H -5.51 -4.47 -6.32  0.08
H -4.37 -3.71 -7.46  0.09

Results
Net charge   -1
HOMO level   -4.15 eV
Largest force on an atom   3.68 eV/A
Gap between HOMO and LUMO   5.801 eV

***

(2)
DFT (wB97M-V/def2-TZVPD) results for the molecule C23H43BCl3FO8S in a non-equilibrium geometry.

Last column: Löwdin charge in e.
Element x y z (Å)
C 1.34 4.28 0.06  -0.10
C 0.40 3.64 -0.96  -0.22
C -0.13 2.26 -0.45  -0.16
C -0.67 1.44 -1.63  -0.25
C -2.05 2.06 -1.94  -0.04
C -0.59 -0.14 -1.65  -0.26
C -0.24 -0.49 -3.13  -0.21
O -0.84 0.41 -4.06  -0.15
O 0.19 1.17 -4.70  -0.01
C 0.42 -0.79 -0.55  -0.21
C 1.75 -0.06 -0.79  -0.16
O 2.85 -0.94 -0.93  -0.20
C 3.99 -0.27 -1.41  -0.26
C 5.12 -1.27 -1.53  -0.06
C 0.61 -2.36 -0.66  -0.54
Cl 1.09 -2.96 -2.29  0.80
C 1.65 -3.11 0.23  -0.67
C 1.42 -4.65 0.08  -0.14
Cl 1.66 -2.78 1.99  0.78
C -0.16 -0.63 0.92  -0.18
C 0.58 0.21 1.97  -0.16
C 2.08 -0.04 2.24  -0.24
C 2.82 1.27 2.44  -0.19
F 2.27 1.92 3.56  -0.07
C -1.73 -0.51 1.14  -0.24
B -2.20 0.79 1.99  -0.64
O -1.98 0.95 3.34  0.15
O -2.96 1.69 1.32  0.04
C -3.34 2.90 1.97  -0.04
C -2.28 -1.79 1.85  -0.58
Cl -1.50 -2.09 3.43  0.74
C -3.79 -1.82 1.99  -0.24
C -4.56 -2.38 0.78  -0.07
O -2.60 -0.41 -0.03  -0.19
S -2.20 -0.94 -1.45  0.66
O -2.05 -2.37 -1.49  -0.26
O -3.16 -0.42 -2.37  -0.21
H 0.81 4.52 0.98  0.08
H 1.80 5.18 -0.34  0.07
H 2.14 3.60 0.32  0.05
H 0.97 3.49 -1.88  0.11
H -0.43 4.32 -1.13  0.10
H 0.73 1.85 0.05  0.06
H -0.92 2.51 0.25  0.11
H -0.04 1.76 -2.46  0.11
H -2.83 1.68 -1.29  0.07
H -2.01 3.13 -1.79  0.08
H -2.37 1.88 -2.96  0.08
H -0.62 -1.47 -3.41  0.09
H 0.83 -0.50 -3.29  0.10
H 0.51 0.57 -5.39  0.10
H 2.00 0.64 0.00  0.09
H 1.72 0.57 -1.69  0.13
H 3.79 0.21 -2.37  0.13
H 4.29 0.51 -0.69  0.13
H 5.45 -1.57 -0.54  0.08
H 5.96 -0.81 -2.04  0.08
H 4.79 -2.15 -2.08  0.08
H -0.34 -2.81 -0.40  0.07
H 2.66 -2.94 -0.12  0.07
H 2.18 -5.09 -0.56  0.07
H 1.53 -5.13 1.05  0.05
H 0.42 -4.88 -0.28  0.07
H -0.01 -1.62 1.35  0.01
H 0.40 1.28 1.92  0.10
H 0.12 -0.09 2.90  0.08
H 2.61 -0.59 1.48  0.07
H 2.22 -0.59 3.17  0.09
H 2.67 1.96 1.61  0.09
H 3.87 1.12 2.66  0.12
H -1.21 1.47 3.56  0.11
H -2.48 3.46 2.33  0.09
H -3.85 3.52 1.23  0.10
H -4.03 2.71 2.78  0.10
H -1.98 -2.63 1.22  0.11
H -4.22 -0.86 2.28  0.12
H -4.00 -2.48 2.83  0.09
H -3.92 -2.88 0.06  0.06
H -5.07 -1.57 0.26  0.08
H -5.34 -3.07 1.10  0.07

Results
HOMO level   -9.94 eV
Largest force on an atom   1.36 eV/A
SMILES   CCC[C@H](C)[C@@]1(COO)[C@](COCC)([C@@H](Cl)[C@H](C)Cl)[C@@H](CCCF)[C@](B(O)OC)([C@@H](Cl)CC)OS1(=O)=O
Gap between HOMO and LUMO   10.318 eV